Below is the molecule C5H12, with properties calculated with ωB97M-V/def2-TZVPD.

Computed properties:
- Gap between HOMO and LUMO: 0.4561 Ha
- HOMO level: -11.12 eV
- Relative energy (zero: lowest compared OMol25 entry of this formula, charge and spin): 0.420 eV
- E: -5379.520 eV

ORCA input file:
```
! wB97M-V def2-TZVPD RIJCOSX def2/J DEFGRID3
* xyz 0 1
H -2.51107 -0.53166 -0.81831
H -1.71460 -1.64775 -1.94291
H -2.44489 -0.07440 -2.38160
H -0.56041 1.09596 -1.50445
H 0.31325 -0.37088 -1.94702
H 1.61674 -0.67025 2.21851
C -1.81706 -0.60310 -1.66373
H 0.23401 -1.27579 0.23762
H 1.98088 0.28170 0.00764
C -0.05275 -0.21940 0.14282
C 1.12543 0.62566 0.58606
H 2.30854 0.90179 2.44972
H 0.96842 1.68875 0.37995
H -0.91375 -0.18010 0.81535
C -0.47457 0.02767 -1.30262
C 1.42418 0.39633 2.07013
H 0.51764 0.55549 2.65287
*
```

***

Below is a cluster of 2 separate species, C5H11NO2S in total at a distorted geometry, with properties calculated with ωB97M-V/def2-TZVPD.

Computed properties:
- Gap between HOMO and LUMO: 0.3015 Ha
- HOMO level: -9.44 eV
- Relative energy (zero: lowest compared OMol25 entry of this formula, charge and spin): 3.031 eV
- E: -21781.252 eV

ORCA input file:
```
! wB97M-V def2-TZVPD RIJCOSX def2/J DEFGRID3
* xyz 0 1
H 0.25141 0.71196 -3.06926
C 1.84608 0.42018 -0.77214
H 0.19293 -1.12643 -0.70496
H -1.73053 1.06504 2.49785
C -0.12905 0.23935 1.55094
C -0.31868 0.70621 -2.03429
H 2.19799 -0.19205 0.01774
H 2.15024 1.41724 -0.48283
C -0.67198 1.02239 2.73170
S 1.70947 2.91659 -3.29714
O 0.69165 2.69187 -4.29315
H -0.45224 0.51332 3.75996
H 0.43159 -0.68838 1.86714
C 0.31208 0.05732 -0.73158
H -1.23908 0.20630 -2.13709
H -0.29665 2.01637 2.75529
H -0.39736 1.73937 -1.69539
O 2.65975 1.83972 -3.07656
H 2.44344 0.21101 -1.78902
N -0.12988 0.77280 0.40705
*
```

***

Below is a structure of composition C48H50BrKN11O, with properties calculated with ωB97M-V/def2-TZVPD.

Computed properties:
- Gap between HOMO and LUMO: 0.2783 Ha
- HOMO level: -9.63 eV
- Relative energy (zero: lowest compared OMol25 entry of this formula, charge and spin): 0.270 eV
- E: -155392.459 eV

ORCA input file:
```
! wB97M-V def2-TZVPD RIJCOSX def2/J DEFGRID3
* xyz 1 1
H -0.80197 3.29515 -1.03492
C -1.10735 -3.50563 5.04184
H -3.98585 1.30761 2.61245
C 0.72668 0.76088 -9.32597
H -2.50824 -1.17740 7.04364
N 1.35870 -1.28050 4.15318
C 1.53315 1.93107 -0.14307
C -0.37267 0.11796 -5.80137
N 0.43748 0.82211 -5.04577
C -0.06347 3.02351 4.25537
H 3.00963 -0.65127 -2.00545
H -1.19629 3.56753 2.55209
H -3.98276 -0.01954 3.94440
C -2.47534 -1.13778 4.89984
C -1.10146 -0.28936 -1.31465
H 0.70128 1.70244 -11.94383
C 4.77858 -1.18821 0.00133
C -2.73975 -1.62858 -2.47324
H 2.04469 2.36293 -3.45824
C 0.06477 0.62225 -1.32270
H -0.36107 4.75965 5.47582
C 0.04129 0.54919 -3.75788
H 3.06359 -4.13675 -0.60142
N 2.50609 -1.68651 0.50834
N -2.15904 1.92456 3.38933
C 0.59853 1.06730 -2.54034
C 2.42432 2.85816 5.36283
H 2.56401 1.11628 4.11122
H 3.42248 2.74903 5.76326
C -4.22518 2.29357 0.23447
H 5.04069 -1.40395 1.03793
C -1.48976 -2.88217 6.21763
H -5.18044 1.99461 0.64763
C -1.18336 -0.71522 -9.38925
C 2.12055 -2.30678 3.76823
H 5.65086 -1.37898 -0.62467
N 0.55515 1.04667 -0.13961
H -0.56751 -4.44239 5.03953
C -1.79381 3.01445 -0.69655
O -0.19992 -0.09006 -11.40102
H 1.20782 -3.18374 0.59329
C -2.67519 -1.44107 -0.10323
H -2.00550 3.91821 4.07708
H 0.63351 -0.22551 5.76555
C -3.31296 0.11480 4.79309
C 0.79084 0.62863 -12.12162
C -3.11335 2.42098 1.06886
H -2.03527 -1.24847 -7.53071
H 4.54449 -0.12256 -0.08062
H -3.92131 3.01302 2.96980
H 2.89439 3.18717 -1.24568
Br 3.42915 -4.05681 7.26166
H -1.13068 -3.32953 2.90238
H 1.00363 -2.26137 -0.73829
C 1.94779 1.94762 4.43422
C -1.39427 3.17034 3.54684
H -3.96065 0.15269 5.67174
H -1.88883 -1.29025 -9.97227
C -1.24884 -0.68016 -8.01331
H 1.70916 -1.63686 7.48323
N -2.09988 -1.73717 3.76234
C -1.63576 -0.76776 -2.52543
C -1.00955 -0.31854 -3.73291
C 3.24494 -1.71097 -1.89139
C -4.08261 2.54423 -1.11450
H -1.71332 1.44518 5.36812
C 0.32365 3.96992 5.19653
C -2.17676 -1.68222 6.14504
H 1.79302 0.29020 -11.84999
C -0.33510 0.06765 -7.26901
C 3.59215 -2.03512 -0.43818
H 2.40051 -2.29717 -2.26313
H -1.25790 -3.32657 7.17726
H -4.92822 2.44403 -1.78292
C 2.60651 -2.92978 6.00809
C -3.33290 2.17630 2.55244
C 2.75925 -3.16336 4.65228
H 2.24986 -2.43435 2.69868
H 1.88223 2.27100 0.82780
C 1.63738 2.00618 -2.52111
H -3.26668 2.23735 5.15164
C -0.18942 0.00599 -10.05228
C -2.83682 2.92692 -1.59612
H 1.35375 1.36724 -7.36927
H 2.39006 -0.67919 0.51467
H -3.17925 -2.01791 -3.38388
C 3.90477 -3.51595 -0.28497
C -2.59714 1.47283 4.72615
C 0.64486 0.78387 -7.94093
N 0.73197 2.01336 3.89025
C 1.24389 -1.07040 5.46262
N 1.21648 -2.22880 0.25609
K -0.49431 0.18388 2.20244
H 4.76106 -3.79245 -0.90226
H 0.60752 0.41844 -13.17044
H 1.91197 4.61558 6.48836
N -1.64105 -0.62617 -0.12643
H 3.36798 -3.97816 4.28707
H 1.49998 1.32952 -9.81983
H -2.67836 3.15278 -2.64178
C 1.84230 -1.85749 6.43388
H -4.11746 -2.63295 -1.17405
H 4.08367 -1.94049 -2.55054
C -1.42816 -2.88452 3.84698
H -1.98339 -1.20828 -5.42089
H 4.14145 -3.75577 0.75283
C -3.26541 -1.97275 -1.25651
N -1.27474 -0.59888 -5.05696
H -3.06589 -1.69210 0.87894
N -1.91435 2.75127 0.60885
C 1.58716 3.88738 5.75651
C 2.10484 2.45124 -1.31261
*
```

***

> Which of these has the highest gap between HOMO and LUMO?

C5H12

***

> The highest relative energy (zero: lowest compared OMol25 entry of this formula, charge and spin) belongs to which entry?

C5H11NO2S

***

> HOMO level of number 3 (C48H50BrKN11O)?

-9.63 eV

***

> The highest relative energy (zero: lowest compared OMol25 entry of this formula, charge and spin) belongs to which entry?

C5H11NO2S